A structure of composition C4H6O2. Source: OMol25; level of theory: wB97M-V/def2-TZVPD.

```
12
Properties=species:S:1:pos:R:3:forces:R:3
C 1.7202 0.8325 0.2958 0.0503 0.5177 0.0263
O 1.5323 -0.5079 0.8214 -0.0876 -0.2464 -0.3094
C 0.2529 -0.5493 0.4676 -0.0953 -0.1693 0.5924
C 0.1748 0.9546 0.3067 0.1925 -0.0269 -0.2347
O -2.6161 -0.4524 -0.6660 0.2577 -0.3511 -0.0692
C -1.8963 -1.4211 -0.7430 -0.2463 0.1059 0.0026
H 2.2373 0.6982 -0.6598 -0.3808 0.4137 0.0783
H 2.2858 1.4952 0.9446 0.1531 -0.0859 0.1274
H -0.4601 1.4102 -0.4586 0.3923 -0.1822 -0.0108
H -0.1383 1.3435 1.2897 0.0806 -0.0937 -0.2704
H -1.7389 -2.1309 0.0817 -0.2947 0.0090 -0.0722
H -1.3535 -1.6725 -1.6800 -0.0219 0.1095 0.1396
```
Positions in Å, forces in eV/Å.

Values from the calculation:
- LUMO energy (eV) = 0.45
- net charge = 0
- energy (eV) = -8335.498
- HOMO level (eV) = -8.919
- multiplicity = 1
- energy above the lowest of the compared OMol25 structures with the same formula, charge and spin (kJ/mol) = 478.9